C19H14CuN3O2S | the ωB97M-V functional and the def2-TZVPD basis

Atoms and positions in Å:
C: 2.12567 -3.05190 3.63316
C: -1.36937 2.65879 -1.22643
C: 1.74389 -1.75442 3.29891
H: -0.46519 3.16380 -0.90982
C: -2.69851 0.75178 -0.97517
H: 1.00459 -2.61980 -3.05437
H: -4.36239 0.64439 -2.32908
C: 1.29191 0.73904 -2.45609
N: -1.58731 1.46706 -0.64197
O: 0.87583 -0.18702 1.76295
C: 0.92220 0.26794 -4.82636
C: 0.85587 -1.10517 -4.58669
N: 1.04965 -2.10563 -0.28379
S: -3.11013 -0.68627 -0.14217
C: -3.52334 1.25655 -2.02788
C: 1.28951 -0.67704 -2.24709
O: 1.38424 1.54230 -1.45184
H: 0.77568 0.64074 -5.83691
C: -2.17286 3.22139 -2.19044
C: 1.56415 -1.09114 -0.85828
C: 2.51729 -3.36489 4.92686
H: 0.65271 -1.80123 -5.39190
H: 1.44156 0.21697 4.01196
C: 1.75471 -0.78097 4.29050
C: 1.14650 1.17234 -3.80039
C: 2.53225 -2.38421 5.91471
H: -1.92310 4.17979 -2.62545
H: 2.30544 -0.48055 -0.33710
H: 2.10316 -3.79771 2.84944
Cu: 0.13633 0.65380 0.11873
C: 1.04373 -1.55977 -3.28303
C: 1.32923 -1.37409 1.88802
C: -3.27161 2.46250 -2.61663
H: 2.14948 -0.31725 6.34926
N: 1.48844 -2.34024 1.02546
H: -3.91606 2.82353 -3.41317
C: 2.14717 -1.09085 5.58895
H: 1.15375 2.24098 -3.98807
H: 2.83759 -2.62867 6.92622
H: 2.80809 -4.38144 5.16932

Computed properties:
orbital gap	5.80	eV
charge	-2
HOMO level	-0.89	eV
DFT total energy	-83971.211	eV
spin multiplicity	1

---

CH8N2O3 | the ωB97M-V functional and the def2-TZVPD basis

Atoms and positions in Å:
H: 9.48195 19.70667 22.10104
O: 9.82917 20.56027 21.84210
C: 13.63637 17.96187 20.27820
H: 10.73233 19.73914 20.76497
N: 12.49153 17.56072 20.00493
H: 15.17665 17.31519 21.33703
H: 11.67883 18.09783 19.73824
H: 10.51177 18.65415 19.73248
N: 14.25514 17.11292 20.97646
H: 12.41049 16.55438 20.03365
H: 9.11180 20.97613 21.36391
O: 14.00130 19.09249 20.03723
H: 13.86906 16.18706 21.09410
O: 10.98946 19.46984 19.88314

Computed properties:
orbital gap	9.18	eV
HOMO level	-8.89	eV
DFT total energy	-10287.988	eV
spin multiplicity	1

---

C4H6AuO3 | the ωB97M-V functional and the def2-TZVPD basis

Atoms and positions in Å:
Au: -3.42870 -0.44447 1.09167
C: -0.42315 -3.13629 2.82089
H: 1.73972 -0.49355 2.04702
H: 0.63457 -3.38038 2.93181
O: -1.49010 -0.40161 0.92880
O: -0.45594 -2.05230 1.86174
C: -1.59774 -1.59241 1.49695
H: -0.41308 -0.17814 0.85108
C: 1.02131 0.39534 0.07482
C: 1.37891 0.01933 1.16849
H: -0.84498 -2.78644 3.76774
H: -0.99205 -3.98368 2.42707
H: 0.59465 0.78478 -0.83621
O: -2.71585 -1.83700 1.96588

Computed properties:
orbital gap (alpha / beta)	10.31 / 5.17	eV
charge	+3
⟨S²⟩	2.0040
HOMO level (alpha / beta)	-25.30 / -25.26	eV
DFT total energy	-14032.468	eV
spin multiplicity	3

---

C12H18F9NiO9 | the ωB97M-V functional and the def2-TZVPD basis

Atoms and positions in Å:
C: 4.04243 -0.79520 -0.06782
F: 1.16567 -3.48221 -2.55226
Ni: -0.18903 0.71016 -1.16733
F: 2.48046 -2.26287 -3.89811
C: -3.11097 2.17349 0.27192
C: -1.93834 3.66238 1.79878
F: -0.80306 -0.76946 4.13755
C: -1.36438 -3.72306 1.25617
O: -0.85054 -0.99316 0.58580
O: -1.06125 -2.60418 2.11697
H: -2.14413 3.88918 2.84488
H: -1.20134 4.53878 0.04612
O: -3.17108 3.05559 1.33028
H: -2.37104 -3.59101 0.85956
H: -0.66973 -3.03496 -0.68306
H: -1.62650 -1.05832 -2.79546
H: 5.93696 0.33338 -0.30055
C: -1.70683 4.94034 0.92438
C: 2.39137 -2.78356 -2.66479
O: 0.00134 2.01783 -2.71974
H: -1.43660 -4.62784 1.85973
H: -0.82153 -4.71443 -0.59045
C: -0.73628 -1.35413 1.74920
H: -1.11183 5.73473 1.37495
O: 3.41314 -1.75986 -0.83062
C: -0.50144 -3.86123 0.00762
O: -1.37521 -0.18189 -2.44439
C: 2.39588 -1.62728 -1.62539
H: 0.55159 -3.94175 0.27734
H: 0.79399 2.56702 -2.56279
H: 3.36969 0.04385 0.10972
F: -5.21809 1.38598 1.01515
H: 1.14259 2.17981 0.81840
H: -1.05874 3.02257 1.72771
C: -4.51563 1.66581 -0.09204
O: 0.79361 1.46083 0.25642
H: 5.08816 0.09671 -1.81090
H: 6.00853 -1.19330 -1.22886
F: 3.39905 -3.68674 -2.61365
F: -5.11862 2.61203 -0.83131
F: -1.03026 0.80067 2.65591
C: 5.36036 -0.39152 -0.87515
C: -0.40552 -0.29651 2.90761
F: -4.51991 0.57258 -0.87758
O: 1.50691 -0.74963 -1.53295
O: -2.25008 2.10938 -0.63829
H: 4.26669 -1.23570 0.90365
F: 0.94281 -0.10455 2.77454
H: -2.74327 5.25125 0.79314

Computed properties:
orbital gap (alpha / beta)	6.06 / 5.95	eV
charge	-1
⟨S²⟩	2.0047
HOMO level (alpha / beta)	-3.40 / -3.29	eV
DFT total energy	-96662.221	eV
spin multiplicity	3

---

C5H8O | the ωB97M-V functional and the def2-TZVPD basis

Atoms and positions in Å:
C: -0.74935 0.93736 0.47734
C: 0.68543 0.55278 0.78561
H: -1.20530 0.12595 -1.51084
C: 1.42344 0.10394 -0.45617
H: 1.27936 -1.89327 0.47963
H: -0.82226 1.91502 -0.02499
H: 1.00450 0.37496 -1.42060
H: -2.36293 -0.39633 -0.26793
O: -0.57528 -1.35568 -0.22987
C: -1.31466 -0.16543 -0.45960
H: 2.50702 0.12459 -0.42697
C: 0.71038 -1.03177 0.12210
H: -1.32701 1.02107 1.40174
H: 0.74664 -0.31319 1.53056

Computed properties:
orbital gap	9.07	eV
HOMO level	-7.99	eV
DFT total energy	-7358.742	eV
spin multiplicity	1

---

C19H30IrN3OPSi | the ωB97M-V functional and the def2-TZVPD basis

Atoms and positions in Å:
C: -0.56250 -0.64277 2.49504
H: -2.11418 3.51863 -1.03842
C: 0.26864 -0.80243 -3.47180
C: 2.96505 0.18298 4.60854
H: 4.91571 1.97755 -0.68669
C: -1.29140 -3.65721 -0.01207
C: -1.24652 -5.03037 -0.21166
H: 3.49570 2.77957 -1.35896
Ir: 0.69857 0.11809 -0.20911
H: 3.97039 -0.68889 -0.82364
H: -0.82558 3.50868 2.59226
H: -2.19308 -3.15198 0.38695
H: -2.10256 -5.67113 0.02687
N: -0.15019 -1.48529 -0.21132
H: -0.06057 -6.67765 -0.89158
H: -1.56138 4.71382 0.17938
H: -1.45390 -0.85489 1.89768
C: 0.64203 -0.70938 4.59223
H: -2.43056 -0.26978 -1.99421
H: 1.47624 2.14347 -3.21669
P: -0.13209 0.55775 -2.28646
O: -1.85060 1.42401 0.56943
H: 1.34948 -0.96933 -3.50826
H: 2.36364 0.76139 2.06634
C: -1.97506 0.59712 -2.49440
C: 1.01888 -3.49004 -0.84672
H: -0.05634 2.94177 -2.78135
H: 2.86002 0.33426 -2.50764
H: -2.36937 1.52246 -2.04630
C: 3.81895 2.02566 -0.63707
N: 0.49773 -0.06415 1.90147
C: -1.80686 3.07144 2.32789
C: -1.45815 3.69087 -0.18227
Si: 2.98730 0.40898 -1.00947
C: 1.72263 -0.11475 3.95150
C: -0.50513 -0.99490 3.85766
H: -2.60826 3.82841 2.49951
H: -1.93784 2.19199 2.98785
H: 1.87383 -2.84310 -1.07365
C: 1.58618 0.24908 2.61998
H: -1.34954 -1.51214 4.31117
C: 1.04604 -4.85164 -1.04845
C: -0.08006 -5.62012 -0.73550
C: 0.38718 2.04351 -3.22867
H: -0.08670 -0.57754 -4.48439
H: 0.78881 -1.00552 5.63333
C: -0.15468 -2.81732 -0.34333
C: -1.78879 2.65384 0.87906
H: 1.96608 -5.28310 -1.45302
H: 3.54121 2.33896 0.36784
H: -0.21416 -1.72852 -3.14337
H: 2.35121 -0.10596 0.36102
H: -0.40969 3.55537 -0.49653
H: -2.23112 0.56586 -3.57298
H: 0.05596 1.99250 -4.27914
N: 4.00059 0.45168 5.09510

Computed properties:
orbital gap (alpha / beta)	4.57 / 6.61	eV
⟨S²⟩	8.8305
HOMO level (alpha / beta)	-4.25 / -8.49	eV
DFT total energy	-46706.479	eV
spin multiplicity	6

---

C39H104O13 | the ωB97M-V functional and the def2-TZVPD basis

Atoms and positions in Å:
C: -4.02392 -4.79946 3.16842
H: -1.55645 3.99340 1.07205
H: -0.29695 4.23234 -6.32459
H: 4.59053 1.01632 -3.93485
C: -1.63576 -1.85647 -3.93827
H: -5.03448 -4.04596 0.43619
H: -3.34702 -1.20239 4.41548
H: -5.64699 -0.23768 -2.35169
H: 5.25475 2.24832 -0.88467
H: -2.81077 6.52383 -0.98652
H: 3.43612 -1.83807 2.08412
H: 0.06539 -0.08677 1.45040
H: 4.40805 -4.54824 0.17072
H: -4.12400 -2.51566 0.57386
H: 2.51717 -4.70596 -5.43593
O: 5.18124 5.14371 1.11907
H: 6.58354 -3.32526 0.73419
C: 0.16416 -0.37988 0.40520
C: 4.64158 0.40063 -1.89238
H: 3.26387 -3.96001 -2.77059
H: 3.44225 1.95148 -2.86271
H: -0.33488 1.71375 -0.03242
C: 1.64820 0.42240 5.97128
H: -5.96546 1.30901 1.48365
H: -3.76953 -4.58828 4.20707
H: -1.99613 -0.58172 0.03690
H: 0.09437 -3.92559 1.10177
H: 3.02189 6.50147 2.30284
H: 1.87033 -4.04907 4.51767
H: 4.50902 3.89619 2.53442
H: 1.73642 3.65571 -5.20321
O: -2.34627 6.69337 1.37209
H: 3.53656 -2.05391 -5.76469
H: 2.41091 4.87604 0.75357
C: 3.75780 5.85811 2.78515
C: -5.84719 0.15485 -0.38866
H: -1.58825 -0.77533 -4.06861
C: -0.88919 4.82321 1.30499
H: 1.25883 -4.83986 1.93192
H: -0.96376 4.83298 2.39240
H: -1.14328 -1.33872 -6.40728
H: -3.72919 2.61753 3.50317
C: -1.98481 5.84562 -0.77223
H: 0.07538 4.47967 0.93124
C: 2.41271 -3.30933 -2.97119
O: 3.65911 0.17945 -0.89701
H: -3.78111 -2.63021 2.78822
H: 1.70286 -2.03120 1.52097
H: 1.45455 2.15183 3.97263
C: -6.55051 -1.07679 0.18171
H: 1.72939 0.53798 3.07591
H: 1.96393 -0.52460 -0.30662
H: 3.35264 3.50909 0.21683
H: -4.77176 -0.01577 -0.33924
C: 3.96862 -3.76369 0.78675
O: -3.63335 0.35724 2.41499
H: 1.25766 1.54924 -3.96286
C: 4.71031 -2.46608 0.70745
H: 1.04090 -2.74360 5.14656
H: 3.77294 -4.04389 1.82179
C: 5.70438 1.32362 -1.24643
H: 3.23084 5.51630 3.67597
H: 3.09398 0.32763 -3.26656
H: 4.61627 6.48797 3.01839
H: 6.23615 0.83745 -0.42854
C: 1.42228 1.51188 -5.03970
H: -5.39152 0.10903 3.38201
H: -7.33648 1.39859 0.35276
C: 1.86761 -3.83086 -5.45531
H: -0.10051 1.51243 6.38088
H: 1.69117 -3.35921 -6.42201
H: 0.25272 1.39475 3.01694
H: 0.43194 0.87249 -1.43564
H: 1.50643 -3.88655 -2.78798
H: -5.84955 2.33772 0.07065
H: 2.48672 3.36441 1.79050
H: 2.04265 3.63784 -7.17681
O: -5.76222 -3.15717 2.70936
C: 0.36443 0.94025 -0.34985
H: -5.88034 -2.40704 2.12204
O: 1.82512 2.73446 -6.93559
C: 3.92982 0.99850 -3.06810
O: -6.11365 0.40361 -1.81078
O: 1.78540 -2.28083 2.44427
H: -7.62073 -1.09503 -0.02418
C: -1.07641 -1.15581 -0.07544
H: 5.98925 -2.72879 2.36582
C: -4.42888 0.59226 3.54904
H: -3.09782 6.10354 1.46633
H: -1.23401 5.84596 -1.56242
H: -4.70766 2.35611 5.01503
H: -2.41816 4.84568 -0.79282
C: 0.55232 0.52485 4.91893
H: -0.54864 6.80073 0.46874
H: -4.71568 -5.63608 3.07032
H: -0.62854 3.29618 -4.89251
H: -6.20001 -2.03048 -0.21293
C: -0.19286 3.23816 -5.88997
H: -6.47783 -0.97272 1.26429
H: 4.13408 -0.29677 -0.21202
H: -2.80911 0.84839 2.44639
H: 2.94503 -3.63774 0.43393
H: 2.02333 1.39412 6.29245
H: -1.06547 -1.65421 -1.04477
H: -4.37837 -0.24719 5.49520
H: -2.98173 -4.91762 2.87180
H: 4.74592 -2.19058 -0.34656
H: -3.45105 -1.43880 -6.39482
H: -2.84892 0.43987 4.99350
C: -1.34150 6.07448 0.64770
H: 1.32817 1.38481 -0.10149
H: 0.88450 -4.26588 -5.27540
O: 1.32221 -1.12272 0.08331
C: 1.08254 1.16808 3.68636
C: -3.67356 -0.19296 4.66549
H: 0.03307 -4.06285 4.75245
H: -3.25714 -3.95226 0.83258
C: 0.91812 -3.53114 4.40305
C: 3.00747 4.03502 1.10698
H: -0.52137 -2.90831 -6.22031
C: 1.24583 2.82798 -5.71536
C: -4.24752 -3.52067 0.97737
H: 2.42098 -0.27058 5.63858
C: -2.34712 -2.45974 -5.14416
C: -4.42864 -3.44897 2.47445
C: 2.32723 -2.81228 -4.46062
H: -0.16479 -2.43069 2.88092
H: -5.45836 2.49972 3.48191
H: -2.23238 -1.99079 -3.03599
H: 0.21890 -0.47685 4.64775
H: -0.72899 2.49184 -6.47620
H: -0.36566 -4.89596 2.56059
O: -3.46290 -1.65641 -5.45988
C: 0.73935 -3.03441 2.95935
H: 0.86182 0.70699 -5.51527
H: 1.29795 -0.17154 6.81547
O: 4.05280 -1.48771 1.43716
H: 6.32822 1.65025 -2.07843
H: 2.52348 -2.43181 -2.33416
C: 0.37204 -4.23171 2.11038
C: -4.56817 2.09738 3.96542
C: -1.46621 -2.37737 -6.33638
O: 3.59523 -2.33014 -4.84716
H: 4.99479 -0.55745 -2.27374
C: 4.12874 4.66847 1.86580
H: -0.66060 -2.25975 -3.66525
H: 2.40611 1.07671 -5.21520
O: -0.43776 1.30607 5.50609
C: -6.24958 1.39134 0.43456
H: 1.66345 -1.94943 -4.51532
H: -1.25121 -2.05718 0.51198
H: 6.61415 -1.60149 1.11926
H: -2.66669 -3.49021 -4.98888
H: 4.72281 5.59734 0.40797
C: 6.08365 -2.53695 1.29700
H: -1.92811 -2.74683 -7.25195

Computed properties:
orbital gap	10.29	eV
HOMO level	-9.92	eV
DFT total energy	-68743.238	eV
spin multiplicity	1

---

C5H12N2Si | the ωB97M-V functional and the def2-TZVPD basis

Atoms and positions in Å:
H: -1.66536 -0.36942 -2.32802
Si: -0.04493 0.28254 -0.43719
C: -0.63109 -1.79805 1.18647
H: -1.09457 -0.88137 2.95379
H: 1.34644 1.95142 -1.74288
H: 0.86312 -1.95798 -0.22105
H: -0.28580 -2.75847 1.49528
C: -1.38658 0.49229 -1.79411
H: -1.69197 -1.78331 0.91025
H: 0.64682 -0.56061 2.43922
C: 1.62724 1.18813 -0.91283
H: -1.14020 1.35561 1.59725
N: 0.09192 -1.33928 0.03351
C: -0.36732 -0.62738 2.08869
N: -0.70304 0.57975 1.20683
H: -1.27647 1.34280 -2.47507
H: 2.91320 0.26287 0.53308
H: -2.41027 0.71256 -1.30951
H: 3.71595 1.58318 -0.44458
C: 2.82358 1.02660 -0.33540

Computed properties:
orbital gap	9.40	eV
HOMO level	-8.41	eV
DFT total energy	-16236.996	eV
spin multiplicity	1